Entry 1:
C17H22N3O7STa as an isolated structure. Source: the Open Molecules 2025 dataset; level of theory: ωB97M-V with the def2-TZVPD basis set.

**E_tot**: -1806.72443 a.u.
**Lowest unoccupied orbital energy**: -7.52 eV
**Gap between HOMO and LUMO**: 7.44 eV
**HOMO**: -14.9561 eV
**Energy relative to the best compared isomer or geometry (same formula, charge and spin)**: 190.78 kJ/mol
**Charge**: +2

Each line ends with the natural charge from an NBO analysis.
Positions of all 51 atoms, in Å:
Ta 0.1647 -0.2464 1.1464  2.39
C 2.0872 -2.9565 2.5935  -0.24
C 1.7957 -1.7446 3.1290  -0.09
C 1.9875 -0.7036 2.0970  -0.69
C 2.4875 -1.4317 0.9189  -0.34
C 2.5030 -2.7697 1.2378  -0.08
H 2.0074 -3.9073 3.0951  0.26
H 1.4057 -1.5453 4.1149  0.25
H 2.4988 0.2176 2.3971  0.30
H 2.8955 -0.9892 0.0231  0.25
H 2.8401 -3.5562 0.5778  0.25
N -2.4340 0.0775 1.0068  -0.85
C -3.0670 1.2407 1.6775  -0.20
C -2.4438 1.4769 3.0883  -0.51
C -1.0410 1.0589 2.8361  0.85
O -0.3126 1.6685 1.9758  -0.72
O -0.6698 -0.1229 3.0740  -0.64
H -2.8455 -0.0403 0.0835  0.41
H -2.6689 -0.7731 1.5180  0.41
H -4.1435 1.1074 1.7774  0.24
H -2.8771 2.1207 1.0649  0.21
H -2.8910 0.8355 3.8432  0.27
H -2.5427 2.5233 3.3643  0.28
O -1.3368 -4.9552 -2.3321  -0.64
C -0.7467 -4.0317 -3.0718  0.77
O -0.5448 -4.1492 -4.2425  -0.51
C -0.3170 -2.7614 -2.3857  -0.20
C 0.3225 -1.7115 -3.0341  0.08
N 0.5455 -0.7519 -2.1264  -0.29
N 0.0970 -1.1120 -0.9218  -0.36
C -0.4258 -2.3242 -1.0669  0.07
C -0.9261 -2.8788 0.2154  0.79
O -1.4941 -3.9150 0.3732  -0.49
O -0.6806 -1.9823 1.1838  -0.77
H -1.4607 -4.7322 -1.3927  0.51
H 0.6180 -1.6186 -4.0666  0.28
H 1.0251 0.1270 -2.2390  0.44
O 1.0172 1.0847 -0.1369  -0.99
S 1.3164 2.6352 -0.0615  1.26
C -0.2508 3.4166 -0.5717  -0.55
C 0.0040 4.0938 -1.9160  -0.42
C 0.9947 3.2097 -2.6624  -0.41
C 2.1121 2.9412 -1.6617  -0.57
H -0.5736 4.0742 0.2319  0.27
H -0.9446 2.5777 -0.6539  0.24
H 0.4302 5.0863 -1.7626  0.24
H -0.9353 4.2246 -2.4516  0.26
H 1.3913 3.6923 -3.5541  0.27
H 0.5136 2.2796 -2.9776  0.20
H 2.7243 3.8315 -1.4986  0.27
H 2.7888 2.1097 -1.8566  0.27

Force components x, y, z for each atom (eV/Å):
Ta 0.3 -0.4 -0.8
C 0.0 0.0 0.1
C -0.2 0.0 -0.1
C 0.8 0.3 0.6
C -0.4 0.2 -0.2
C 0.0 0.0 -0.1
H 0.0 0.0 0.0
H 0.0 0.0 0.0
H 0.0 0.0 0.0
H 0.1 0.0 0.0
H 0.0 -0.1 0.0
N 0.1 0.0 0.0
C 0.0 0.1 0.1
C 0.2 0.0 -0.1
C -0.6 0.1 0.1
O 0.3 0.2 -0.2
O -0.2 -0.3 0.5
H 0.0 0.1 0.0
H -0.1 0.0 0.0
H 0.0 0.0 0.0
H 0.0 0.0 0.0
H 0.0 0.0 0.0
H 0.0 0.0 0.0
O -0.1 -0.2 0.0
C 0.1 0.2 0.0
O 0.0 0.0 0.0
C 0.0 0.0 0.0
C -0.1 -0.2 0.1
N 0.0 -0.1 -0.1
N -0.2 0.3 -0.1
C 0.0 -0.2 -0.1
C -0.1 0.1 -0.1
O 0.1 0.0 -0.1
O -0.1 -0.6 0.6
H 0.1 0.1 0.0
H 0.0 0.0 0.0
H 0.0 0.0 0.0
O 0.0 0.1 -0.3
S 0.2 0.3 0.1
C 0.0 -0.1 0.0
C 0.0 0.1 0.0
C 0.0 0.0 0.0
C 0.0 0.0 0.2
H 0.0 0.0 0.0
H 0.0 0.0 0.0
H 0.0 0.0 0.0
H 0.0 0.0 0.0
H 0.0 0.0 0.0
H 0.0 0.0 0.0
H 0.0 0.0 0.0
H 0.0 0.0 0.0

=====

Entry 2:
A 4-piece molecular cluster, C14H38N2O5 overall. Source: the Open Molecules 2025 dataset; level of theory: ωB97M-V with the def2-TZVPD basis set.

**E_tot**: -1041.72697 a.u.
**Lowest unoccupied orbital energy**: 0.53 eV
**Gap between HOMO and LUMO**: 9.96 eV
**SMILES**: COC[C@H](C)N.COCCNCCOC.CCO.CCO
**HOMO**: -9.4341 eV
**Energy relative to the best compared isomer or geometry (same formula, charge and spin)**: 192.37 kJ/mol
**Charge**: 0

Each line ends with the natural charge from an NBO analysis.
Positions of all 59 atoms, in Å:
C 7.6088 4.3083 0.8342  -0.63
C 7.1440 5.6589 1.1899  -0.11
C 6.9266 5.8053 2.6771  -0.07
O 5.7761 5.1889 3.3214  -0.56
C 4.5367 5.0691 2.5926  -0.25
N 8.0837 6.7067 0.8346  -0.80
H 8.6914 4.3745 0.7262  0.20
H 7.3685 4.1470 -0.2167  0.20
H 7.3103 3.4205 1.3918  0.23
H 6.1653 5.6573 0.7101  0.20
H 6.8479 6.8546 2.9616  0.18
H 7.7830 5.5854 3.3146  0.19
H 3.9198 4.4298 3.2242  0.20
H 4.7993 4.6282 1.6310  0.16
H 4.0568 6.0397 2.4668  0.17
H 8.3657 6.5573 -0.1237  0.35
H 8.9737 6.4898 1.2601  0.35
C -6.8005 0.1585 0.8928  -0.62
C -7.5191 0.5867 -0.3968  -0.07
O -8.9262 0.7256 -0.0559  -0.73
H -5.7251 0.3043 0.7905  0.21
H -7.0149 -0.8591 1.2195  0.21
H -7.0573 0.8761 1.6719  0.21
H -7.2797 -0.2334 -1.0737  0.16
H -7.1104 1.5261 -0.7690  0.16
H -9.4475 0.9989 -0.8144  0.47
C 2.0801 0.2703 1.8858  -0.65
C 0.7848 0.4370 2.6411  -0.07
O -0.1697 1.2473 2.0691  -0.71
H 2.4701 1.1689 1.4077  0.21
H 1.8459 -0.4061 1.0637  0.20
H 2.8874 -0.0573 2.5408  0.22
H 1.0634 0.7481 3.6479  0.17
H 0.1611 -0.4568 2.6276  0.16
H -0.3258 0.8235 1.2220  0.46
C -1.2580 0.2111 -2.4859  -0.25
O -1.5999 -0.9509 -1.8384  -0.54
C -1.2046 -2.0831 -2.5046  -0.06
C -2.3503 -3.2070 -2.3496  -0.24
N -2.2590 -3.9624 -1.1041  -0.60
C -3.3366 -5.0026 -1.0504  -0.25
C -2.9951 -6.2457 -1.8823  -0.07
O -3.6948 -7.3594 -1.4087  -0.55
C -3.5036 -8.5624 -2.1072  -0.24
H -1.5656 0.3123 -3.5267  0.17
H -0.1738 0.3224 -2.4706  0.16
H -1.5519 1.1332 -1.9845  0.19
H -0.2494 -2.5446 -2.2540  0.18
H -1.2028 -1.8857 -3.5766  0.16
H -2.2919 -3.8038 -3.2599  0.19
H -3.3192 -2.7078 -2.3325  0.17
H -2.5950 -3.2597 -0.4612  0.35
H -4.3529 -4.7000 -1.3028  0.17
H -3.2762 -5.2522 0.0090  0.21
H -1.9355 -6.4475 -1.7255  0.17
H -3.2430 -6.1501 -2.9394  0.16
H -3.9848 -9.3721 -1.5587  0.19
H -2.4199 -8.6766 -2.1334  0.16
H -3.9103 -8.5856 -3.1183  0.16

Force components x, y, z for each atom (eV/Å):
C 1.7 -1.4 -1.8
C -0.9 -0.4 1.8
C -1.4 1.3 1.9
O 0.4 -0.6 -0.5
C 1.7 0.2 0.5
N -0.1 0.2 -1.0
H 0.4 -0.6 0.7
H -0.4 -0.4 -0.2
H -0.1 0.4 0.3
H 0.0 1.5 -0.2
H -0.3 0.6 -0.7
H 0.2 -1.1 -0.3
H 0.0 0.0 -0.4
H -0.8 -0.2 -0.1
H -0.1 0.1 -0.1
H -0.4 0.3 -0.7
H 0.1 0.0 0.8
C 0.0 1.3 0.0
C -0.2 -0.7 1.3
O 1.0 -0.3 -0.2
H 0.1 -0.3 -0.3
H -0.1 0.1 -0.2
H -0.3 -0.2 0.2
H -0.6 0.2 -0.7
H 0.0 0.0 -0.1
H 0.2 0.0 -0.2
C -0.1 0.0 -0.8
C 0.3 -1.2 0.9
O -0.5 2.4 -1.1
H -0.4 0.4 0.2
H 0.7 -0.4 0.0
H -0.2 -0.5 -0.2
H -0.7 0.2 0.1
H 1.3 -1.3 1.1
H -0.4 0.3 -0.3
C 1.6 1.7 -0.2
O -0.8 0.4 1.4
C -2.2 -2.7 -1.2
C 1.4 1.4 -0.3
N -1.1 -0.3 -1.0
C 1.1 -0.4 0.5
C 0.4 -0.1 0.3
O -1.7 0.0 0.9
C 0.7 0.4 0.3
H -0.4 -0.5 -0.1
H 0.5 -0.1 -0.3
H -0.7 -0.4 0.4
H 0.2 0.4 0.5
H 0.2 0.1 -0.3
H 0.0 -0.5 0.3
H -0.1 0.4 -0.6
H 0.4 0.0 0.7
H -0.1 0.5 0.0
H -0.6 -0.6 -0.1
H 0.4 0.2 -0.4
H 0.3 0.5 -0.3
H 0.2 0.1 0.2
H 0.2 -0.8 -0.3
H 0.0 0.4 -0.2

=====

Entry 3:
A 2-piece molecular cluster, C5H8NO2 overall. Source: the Open Molecules 2025 dataset; level of theory: ωB97M-V with the def2-TZVPD basis set.

**E_tot**: -400.25395 a.u.
**Lowest unoccupied orbital energy**: 0.22 eV
**Gap between HOMO and LUMO**: 3.27 eV
**HOMO**: -3.0520 eV
**Energy relative to the best compared isomer or geometry (same formula, charge and spin)**: 947.15 kJ/mol
**Charge**: -1

Each line ends with the natural charge from an NBO analysis.
Positions of all 16 atoms, in Å:
O -2.1394 1.1402 -0.9906  -0.76
C -1.4955 0.1006 -0.7627  0.78
O -1.7205 -1.0631 -1.1558  -0.78
C -0.2239 0.2158 0.1655  -0.62
C 0.8089 -0.8260 -0.0271  -0.38
C 2.2771 -0.2916 -0.1392  -0.14
C 3.0603 0.1931 -1.0749  -0.07
N -0.1601 0.2143 2.9470  -1.24
H -0.4512 0.1048 1.2798  0.35
H 0.1629 1.2322 0.2238  0.19
H 0.6858 -1.4104 -0.9447  0.25
H 0.9417 -1.5823 0.7475  0.23
H 2.2612 0.7581 0.3055  0.34
H 2.7687 1.2109 -1.3861  0.25
H 0.2615 0.1417 3.8729  0.30
H -0.7010 1.0798 2.9724  0.30

Force components x, y, z for each atom (eV/Å):
O 0.3 0.1 0.3
C 0.6 -0.2 0.0
O 0.0 -0.3 -0.1
C -1.1 1.3 1.3
C 2.6 -2.7 -0.5
C -1.5 1.6 -3.1
C -1.5 0.0 2.5
N 0.3 -0.2 0.6
H -0.3 -0.1 -1.2
H 0.2 0.2 -0.6
H -0.2 0.2 0.0
H -0.8 0.1 0.6
H 0.6 0.0 1.3
H 0.8 -0.3 -1.0
H 0.1 0.1 0.1
H 0.1 0.1 0.1

=====

Entry 4:
C48H50BN21O2STl as an isolated structure. Source: the Open Molecules 2025 dataset; level of theory: ωB97M-V with the def2-TZVPD basis set.

**2S+1**: 2
**E_tot**: -3755.19622 a.u.
**<S²>**: 0.75
**Lowest unoccupied orbital energy (alpha / beta)**: 0.13 / -1.29 eV
**Gap between HOMO and LUMO (alpha / beta)**: 7.42 / 6.57 eV
**HOMO (alpha / beta)**: -7.2896 / -7.8583 eV
**Charge**: 0

Each line ends with the Löwdin spin population.
Positions of all 124 atoms, in Å:
Tl -0.0317 -1.1555 -0.2417  0.35
C -3.9898 3.4508 0.4045  0.00
C -3.8479 2.5704 1.6097  0.00
C -4.4252 2.7346 2.8857  0.00
C -4.0309 1.6259 3.5923  0.00
N -3.2510 0.8701 2.7810  0.00
N -3.1174 1.4580 1.5604  0.00
B -2.5981 -0.5263 2.9945  0.00
N -3.0427 -1.4550 1.8185  0.00
C -4.2276 -2.0998 1.8870  0.00
C -4.5319 -2.5813 0.6419  0.00
C -3.4626 -2.1829 -0.1787  0.00
C -3.3297 -2.4832 -1.6311  0.00
N -2.5596 -1.5017 0.5439  0.07
N -1.0594 -0.3808 3.1920  0.01
C -0.5353 -0.1383 4.4153  0.00
C 0.8099 0.0901 4.2817  0.00
C 1.0552 -0.0236 2.9036  0.00
C 2.3794 0.1288 2.2261  0.00
N -0.0804 -0.3059 2.2569  0.11
N -3.0941 -1.2274 4.2793  0.00
C -2.5745 -2.3982 4.7256  0.00
C -3.4027 -2.8797 5.7067  0.00
C -4.4427 -1.9248 5.7946  0.00
C -5.6453 -1.9537 6.6870  0.00
N -4.2540 -0.9435 4.9281  0.00
H -5.0329 3.4983 0.0795  0.00
H -3.3896 3.0547 -0.4140  0.00
H -3.6683 4.4741 0.6224  0.00
H -5.0720 3.5316 3.2269  0.00
H -4.2564 1.3031 4.5938  0.00
H -4.7938 -2.1454 2.8071  0.00
H -5.4113 -3.1372 0.3477  0.00
H -4.3029 -2.7530 -2.0397  0.00
H -2.6513 -3.3185 -1.8045  0.00
H -2.9598 -1.6158 -2.1581  0.00
H -1.1529 -0.1341 5.2986  0.00
H 1.5213 0.3143 5.0634  0.00
H 3.0353 -0.7128 2.4680  0.00
H 2.8766 1.0390 2.5647  0.00
H 2.2677 0.1776 1.1459  0.01
H -1.6556 -2.7969 4.3152  0.00
H -3.2893 -3.7838 6.2869  0.00
H -5.4948 -2.6589 7.5020  0.00
H -6.5314 -2.2625 6.1306  0.00
H -5.8437 -0.9673 7.1050  0.00
C 0.7195 2.8172 -2.1022  0.00
N -0.0472 2.4365 -0.9258  0.01
C 0.2539 3.0241 0.3811  0.00
C 1.6752 3.1381 0.8656  0.00
N 2.7490 2.6683 0.3083  0.00
C 3.8021 3.0788 1.1212  0.00
C 5.1665 2.8223 1.0137  0.00
C 6.0011 3.3129 2.0051  0.00
C 5.4974 4.0573 3.0820  0.00
C 4.1435 4.3269 3.2007  0.00
C 3.3149 3.8216 2.2038  0.00
N 1.9472 3.8534 2.0089  0.00
C 1.4499 1.6746 -2.7624  0.00
N 1.7462 0.5076 -2.2706  0.03
C 2.3840 -0.1868 -3.3062  0.00
C 2.8940 -1.4855 -3.3553  0.00
C 3.4114 -1.9363 -4.5567  0.00
C 3.4343 -1.1222 -5.6980  0.00
C 2.9401 0.1689 -5.6690  0.00
C 2.4259 0.6137 -4.4557  0.00
N 1.8118 1.7913 -4.0801  0.00
H 1.4233 3.6126 -1.8446  0.00
H 0.0478 3.2199 -2.8699  0.00
H -0.0703 1.4311 -0.8762  0.03
H -0.3342 2.4508 1.1037  0.00
H -0.1441 4.0435 0.3941  0.00
H 5.5510 2.2467 0.1775  0.00
H 7.0668 3.1217 1.9506  0.00
H 6.1832 4.4298 3.8347  0.00
H 3.7502 4.9015 4.0323  0.00
H 1.2698 4.2880 2.6084  0.00
H 2.8409 -2.1272 -2.4854  0.00
H 3.7858 -2.9503 -4.6289  0.00
H 3.8397 -1.5170 -6.6225  0.00
H 2.9460 0.7974 -6.5529  0.00
H 1.6817 2.6024 -4.6568  0.00
N 3.3510 -3.8448 1.0186  0.00
C 4.2449 -2.9453 0.4685  0.00
C 3.4854 -1.9245 -0.0114  0.00
N 2.1554 -2.1940 0.2215  0.09
C 2.1068 -3.3472 0.8423  0.00
C 0.8527 -3.9399 1.2642  0.00
N -0.2561 -3.2633 1.1945  0.03
C -1.2655 -4.0998 1.6141  0.00
C -0.7256 -5.3012 1.9625  0.00
N 0.6346 -5.1781 1.7556  0.00
H 3.5934 -4.7213 1.4403  0.00
H 5.3094 -3.1056 0.4896  0.00
H 3.7987 -1.0148 -0.5051  0.00
H -2.3016 -3.7859 1.6452  0.00
H -1.1763 -6.2101 2.3293  0.00
H 1.2849 -5.9401 1.7669  0.00
N 3.2903 -6.3583 -7.0124  0.00
C 2.5570 -5.8613 -5.9432  0.00
C 3.1906 -5.5284 -4.7424  0.00
C 2.4472 -5.0835 -3.6619  0.00
C 1.0661 -4.9637 -3.7692  0.00
C 0.4266 -5.2970 -4.9541  0.00
C 1.1656 -5.7423 -6.0311  0.00
S 0.1554 -4.4840 -2.3321  0.00
O 0.9578 -4.9656 -1.2306  0.00
O -1.1836 -5.0012 -2.4630  0.00
N 0.1429 -2.8688 -2.1921  0.05
C -0.4027 -2.0564 -3.1369  0.01
N -0.7439 -0.8316 -2.6692  0.14
C -1.2484 0.0582 -3.5127  0.01
C -1.4451 -0.2198 -4.8522  0.00
C -1.0908 -1.5046 -5.2448  0.00
N -0.5789 -2.4117 -4.4259  0.01
H 4.2818 -6.2104 -6.9976  0.00
H 2.8661 -6.3276 -7.9213  0.00
H 4.2694 -5.6337 -4.6609  0.00
H 2.9236 -4.8271 -2.7217  0.00
H -0.6485 -5.1994 -5.0188  0.00
H 0.6686 -6.0103 -6.9581  0.00
H -1.5263 1.0189 -3.0796  0.00
H -1.8673 0.5013 -5.5388  0.00
H -1.2288 -1.8301 -6.2749  0.00

Force components x, y, z for each atom (eV/Å):
Tl -0.7 -0.2 0.4
C 0.0 0.0 0.1
C 0.3 -0.2 0.0
C -0.1 0.1 -0.1
C 0.3 -0.1 0.0
N 0.0 -0.2 0.1
N -0.3 0.1 0.2
B -0.2 0.4 -0.3
N 0.3 0.0 0.0
C 0.0 0.1 0.1
C -0.1 -0.1 -0.2
C 0.1 0.1 0.5
C 0.1 -0.1 0.1
N -0.5 -0.1 -0.3
N 0.1 -0.1 0.2
C 0.0 0.1 -0.1
C 0.1 0.1 0.0
C -0.1 0.0 0.0
C -0.2 -0.1 0.1
N 0.3 0.2 0.1
N 0.0 -0.1 0.0
C 0.0 0.1 0.0
C -0.1 0.0 0.1
C 0.1 -0.1 0.0
C 0.1 0.0 -0.1
N 0.2 -0.2 0.0
H 0.1 0.0 0.0
H 0.0 0.0 0.0
H 0.0 -0.1 -0.1
H 0.1 -0.1 -0.1
H 0.0 0.0 -0.1
H 0.1 0.0 -0.1
H 0.1 0.1 0.0
H 0.0 0.0 0.0
H 0.0 0.0 -0.1
H 0.0 0.2 -0.2
H 0.0 0.0 -0.1
H -0.1 0.0 -0.1
H 0.0 0.0 0.0
H 0.0 0.0 0.0
H 0.1 0.1 0.0
H -0.1 0.1 0.0
H 0.0 0.1 -0.1
H 0.0 0.0 0.0
H 0.0 0.0 0.0
H 0.0 0.0 0.0
C 0.0 0.0 0.3
N 0.5 0.0 0.1
C -0.4 0.0 -0.5
C 0.1 0.0 -0.1
N 0.2 0.0 -0.3
C 0.0 -0.1 0.0
C 0.1 0.0 0.0
C 0.0 0.0 -0.1
C -0.1 0.0 0.0
C 0.0 0.0 0.0
C -0.1 -0.1 0.0
N -0.1 0.0 0.0
C 0.0 0.0 -0.1
N 0.4 0.0 0.2
C -0.2 0.1 0.0
C -0.1 0.0 0.0
C 0.0 0.0 0.0
C 0.0 0.0 0.0
C 0.0 0.1 0.0
C -0.1 -0.1 0.1
N 0.1 0.1 0.0
H 0.1 -0.1 -0.1
H 0.0 0.1 0.0
H 0.0 -0.2 0.2
H 0.0 0.0 0.1
H -0.1 0.0 0.0
H 0.0 0.1 0.1
H -0.1 0.0 0.0
H -0.1 0.0 0.0
H 0.0 -0.1 0.0
H -0.1 0.0 0.0
H 0.0 0.0 -0.1
H 0.0 0.1 0.0
H 0.0 0.0 0.0
H 0.0 0.0 0.1
H 0.0 0.0 0.0
N 0.0 0.1 -0.1
C -0.1 0.0 0.0
C 0.0 0.0 -0.1
N 0.5 -0.1 0.1
C 0.2 -0.1 0.0
C 0.1 -0.1 0.2
N -0.5 0.2 -0.2
C 0.0 0.0 0.0
C 0.0 0.1 0.0
N -0.1 -0.1 0.1
H 0.0 -0.1 0.1
H -0.1 0.0 0.0
H -0.1 -0.1 0.1
H 0.2 -0.1 0.0
H 0.1 0.1 -0.1
H 0.1 -0.1 0.0
N -0.2 -0.1 0.2
C 0.0 0.0 0.0
C 0.0 0.0 0.0
C -0.1 0.0 -0.1
C 0.1 0.0 0.1
C 0.0 0.1 0.0
C 0.0 0.0 -0.1
S 0.0 0.3 -0.2
O 0.0 0.0 0.3
O 0.0 0.0 -0.1
N -0.2 0.1 -0.2
C 0.0 -0.2 0.1
N -0.1 0.0 -0.3
C 0.0 0.1 0.2
C 0.0 -0.1 0.0
C 0.1 -0.2 0.0
N -0.1 0.0 0.2
H 0.1 0.1 -0.1
H 0.0 0.1 0.0
H -0.1 0.0 0.0
H 0.0 -0.1 -0.1
H 0.0 0.0 0.0
H 0.0 0.0 0.1
H 0.1 -0.1 0.0
H 0.0 0.0 0.1
H 0.0 0.1 0.1